A structure of composition C7H13NO2 in a non-equilibrium geometry, computed with wB97M-V/def2-TZVPD.

As for the energy above the lowest of the compared OMol25 structures with the same formula, charge and spin: 419.9 kJ/mol.

```
23
Properties=species:S:1:pos:R:3:forces:R:3:mulliken_charge:R:1
C -0.413268 0.410865 0.776404 -2.15 -0.77 -2.23 1.07
C 0.570034 -0.131542 -0.099853 4.76 1.40 1.61 0.35
C 1.436742 0.794152 -0.892612 -0.23 0.12 -0.14 -0.58
C 2.196956 0.733071 0.394104 -1.46 -1.26 -0.82 -1.02
C -0.951763 -0.383670 1.931527 -0.70 -0.02 -0.14 -1.58
C 0.726329 -1.620018 -0.264679 0.20 -0.05 0.23 -1.63
C -1.732448 -0.026265 -0.823661 -1.40 0.81 2.26 0.24
N -1.506903 0.154497 -2.144610 0.77 0.09 -0.23 -0.29
O -0.416921 1.767643 0.929198 -0.01 -0.23 -0.10 -0.50
O -2.853854 -0.249720 -0.409301 0.09 -0.27 -0.15 -0.62
H -1.198287 2.020015 1.436364 0.06 -0.04 -0.03 0.42
H -2.285100 0.193142 -2.793858 0.07 -0.12 0.35 0.27
H -0.599306 0.397297 -2.496799 0.06 0.03 0.10 0.21
H 0.998445 1.760417 -1.130270 0.04 0.02 -0.09 0.31
H 1.910765 0.325315 -1.753473 -0.04 0.05 -0.02 0.39
H 3.048843 0.075261 0.478211 -0.02 -0.03 -0.08 0.33
H 2.136806 1.572160 1.067888 -0.20 -0.10 0.08 0.27
H -0.515974 -1.368174 2.081156 0.34 0.12 -0.23 0.37
H -0.868655 0.168713 2.868069 0.16 0.11 -0.08 0.42
H -2.014827 -0.571272 1.749002 -0.13 0.14 -0.02 0.36
H 1.042577 -1.854798 -1.280752 0.04 -0.04 0.01 0.37
H -0.185274 -2.177639 -0.061421 -0.21 0.16 -0.08 0.43
H 1.475085 -1.989451 0.439366 -0.02 -0.12 -0.19 0.42
```
Forces are in eV/Å.

A cluster of 4 separate species, C22H44F3IN9O5P2 in total in a non-equilibrium geometry, computed with wB97M-V/def2-TZVPD.

Its charge is +1.

```
86
Properties=species:S:1:pos:R:3:forces:R:3:mulliken_charge:R:1
C 2.110746 4.722747 -2.424132 -0.76 -0.53 -0.73 -0.94
C 0.891466 3.682926 -1.949923 -0.84 1.64 -0.58 -0.19
C 0.738393 3.576594 -0.322971 2.15 0.14 -0.54 -1.10
I -1.371189 3.801472 0.160978 0.69 -0.43 0.06 0.25
C 1.486982 2.231886 0.333530 2.03 3.57 -0.42 -0.13
C 3.089450 2.442827 -0.101795 0.27 0.41 0.34 -1.07
N 0.992941 1.051585 -0.428641 -1.08 -0.08 -0.48 -0.26
C 0.886321 -0.272536 0.285772 -0.01 -1.58 0.84 0.94
C -0.065304 -1.224866 -0.630083 -0.35 -1.13 -1.81 -0.46
C 0.536981 -2.700546 -1.024197 1.75 -4.21 -1.91 0.19
C 0.537349 -4.047355 -0.092676 1.23 -0.12 -3.22 -0.22
C 1.149394 -5.517386 -0.603285 0.16 2.81 -2.82 -0.42
C 1.789525 -5.712740 -2.106754 -2.22 4.60 2.43 -0.59
C 1.795475 -4.344401 -3.066107 -1.31 0.14 2.28 0.73
C 2.441682 -4.426478 -4.573231 1.21 0.07 1.36 -1.00
C 1.176590 -2.912031 -2.557066 0.08 -3.00 2.07 -0.64
P 2.672462 -1.060897 0.255115 2.08 -0.86 -1.95 0.14
N 3.380020 -0.970152 -1.197164 -0.99 -0.58 1.72 -0.74
C 0.507453 -0.078963 1.845958 2.18 0.24 1.60 -1.03
P -0.904575 -1.138127 2.563140 -3.92 2.13 -1.13 0.41
N -2.337407 -0.581154 1.960165 2.56 -0.19 0.03 -0.61
O 0.184414 1.313973 2.262726 1.26 -1.07 -1.11 -0.20
C 1.260540 2.253168 1.944146 0.28 1.08 0.03 -0.26
C 2.609942 2.134581 2.867852 -0.13 -0.50 0.97 -0.76
C 3.330875 3.611125 3.178264 0.11 -1.66 1.39 0.00
O 2.761598 4.080423 4.468837 2.31 -0.79 -0.86 -0.54
C 4.934020 3.280164 3.440437 2.47 -0.12 -0.65 0.47
F 5.691710 4.423960 4.003630 -2.62 -4.02 -1.78 -0.23
F 5.137770 2.099904 4.346682 -0.75 4.00 -2.83 -0.25
F 5.612623 2.917748 2.143336 -2.15 1.08 4.12 -0.24
H 2.874623 4.083377 -3.038068 -1.08 1.50 1.42 0.29
H 1.642964 5.509380 -3.187362 1.11 -1.69 1.84 0.32
H 2.568242 5.284867 -1.502570 -0.72 -1.18 -1.96 0.24
H 0.961838 2.662129 -2.516648 -0.05 1.78 1.17 0.09
H -0.107298 4.205281 -2.343782 2.20 -1.42 0.89 0.45
H 1.312234 4.507625 0.140052 -1.44 -2.02 -0.85 0.60
H 3.449517 3.520994 0.253833 -0.83 -2.42 -0.81 0.30
H 3.253856 2.375053 -1.265117 -0.56 0.14 2.28 0.31
H 3.806964 1.663487 0.388420 -1.46 1.45 -0.92 0.26
H 1.593209 0.962798 -1.303736 -0.48 -0.40 1.10 0.79
H 0.028474 1.280080 -0.792354 0.79 -0.17 0.49 0.78
H -0.191868 -0.679485 -1.688068 0.36 -1.18 2.22 0.29
H -1.160942 -1.388195 -0.258717 2.09 0.62 -0.12 0.40
H 0.084235 -4.028871 0.982959 0.94 -0.01 -2.24 0.02
H 1.078500 -6.436689 0.130843 0.15 2.18 -1.63 0.31
H 2.191234 -6.757747 -2.445937 -0.82 2.38 0.61 0.33
H 3.276349 -5.277814 -4.526139 -1.94 1.76 -0.21 0.34
H 3.050148 -3.412472 -4.725978 -1.51 -2.15 0.12 0.27
H 1.654394 -4.601689 -5.422649 1.66 0.40 2.01 0.31
H 1.215916 -2.007634 -3.334713 -0.09 -2.18 1.97 0.00
H 2.615702 -2.425853 0.797050 -0.47 1.42 -0.02 0.21
H 3.553031 -0.346078 1.178046 -1.41 -0.27 -0.12 0.11
H 3.618890 -1.941145 -1.501825 -0.46 1.12 -0.02 0.32
H 1.468105 -0.369276 2.494488 -1.65 0.49 -1.40 0.41
H -0.938224 -0.944851 4.012064 0.89 -0.55 -1.01 0.16
H -0.864225 -2.536912 2.242121 1.00 0.56 0.54 0.02
H -2.053900 0.182728 1.309551 -0.67 -0.46 0.60 0.16
H 0.828937 3.337048 2.207337 0.66 -2.53 -0.61 0.48
H 2.247093 1.753410 3.939512 0.74 0.91 -2.38 0.36
H 3.407462 1.365056 2.507057 -1.55 1.47 0.43 0.21
H 3.156426 4.383295 2.306375 0.65 -1.38 2.04 0.29
H 3.399964 3.804704 5.216300 -1.45 0.61 -1.70 0.42
C -1.198498 -3.560242 -5.961316 0.15 -0.09 -0.18 0.60
O -0.009812 -3.837695 -5.933739 -0.06 0.13 -0.11 -0.65
N -1.858580 -3.301585 -7.104527 -0.14 0.20 -1.26 -0.43
N -1.954507 -3.488373 -4.850952 -0.31 0.06 1.41 -0.35
H -2.836973 -3.071288 -7.147409 0.18 -0.07 0.01 0.16
H -1.326248 -3.345028 -7.963643 -0.24 0.01 0.29 0.23
H -1.496353 -3.676140 -3.968848 -0.16 0.00 -0.26 0.21
H -2.934593 -3.261508 -4.853577 0.17 -0.08 -0.03 0.18
C -6.283203 -2.608672 3.467484 -0.88 0.29 0.67 0.57
O -7.319191 -2.729305 4.102218 0.08 -0.12 -0.07 -0.65
N -5.549356 -1.481357 3.480602 0.54 1.23 0.36 -0.31
N -5.782865 -3.592284 2.698203 0.31 -1.55 -0.84 -0.34
H -4.693826 -1.363064 2.964653 -0.05 0.06 -0.02 0.20
H -5.890797 -0.716121 4.047328 0.06 -0.20 -0.29 0.16
H -6.304669 -4.458055 2.660392 0.21 0.35 0.00 0.21
H -4.931496 -3.511741 2.168366 -0.20 0.05 0.10 0.15
C -6.017607 3.109915 2.351867 -0.93 -0.57 0.53 0.62
O -6.744160 2.295619 2.899364 0.22 0.07 -0.07 -0.63
N -6.416823 4.361235 2.061403 -0.78 1.24 -0.16 -0.38
N -4.752836 2.828670 1.990094 1.55 -0.79 -0.32 -0.15
H -5.833184 5.045768 1.610951 -0.14 -0.13 0.10 0.14
H -7.362381 4.614017 2.317071 0.36 -0.07 -0.10 0.23
H -4.412676 1.897362 2.190655 -0.06 0.29 -0.07 0.10
H -4.139463 3.485822 1.538466 -0.21 -0.11 0.17 0.02
```
Forces are in eV/Å.

A cluster of 4 separate species, C5H19N2O4 in total in a non-equilibrium geometry, computed with wB97M-V/def2-TZVPD.

Its charge is +1. As for the energy above the lowest of the compared OMol25 structures with the same formula, charge and spin: 187.3 kJ/mol.

```
30
Properties=species:S:1:pos:R:3:forces:R:3:mulliken_charge:R:1
C -2.492535 0.938658 1.342820 0.77 0.79 -0.31 -0.76
O -1.461762 0.259031 2.059808 -0.03 -0.71 -0.26 -0.50
C -1.890060 1.599282 0.084507 1.09 0.68 -0.65 -0.04
C -1.656507 0.729500 -1.171102 -0.71 -1.18 1.54 -0.85
C -0.696687 -0.392094 -0.820893 -0.44 -0.22 -1.40 -0.29
C 0.257801 -0.682551 -1.678756 1.60 -0.23 0.43 -0.62
N 1.429994 -1.573130 -1.335865 -1.72 -0.49 -0.45 -0.02
N -0.592121 2.221901 0.364680 0.13 0.36 -0.33 -0.49
H -2.787476 1.762384 1.980954 -0.66 0.17 -0.03 0.49
H -3.340662 0.306879 1.087016 -0.01 -0.24 0.23 0.28
H -1.432850 0.588941 2.958999 -0.13 -0.05 0.04 0.31
H -2.527652 2.406120 -0.283237 -0.30 -0.04 0.40 0.50
H -1.272233 1.320893 -1.990660 0.06 0.20 -0.04 0.36
H -2.637529 0.335731 -1.446457 0.05 -0.22 -0.19 0.38
H -0.830191 -1.018343 0.053297 0.06 0.39 0.33 0.52
H 0.493994 -0.243606 -2.631858 -0.55 0.53 -0.05 0.40
H 2.057175 -1.519081 -2.131385 0.30 -0.22 0.19 0.37
H 1.916199 -1.281833 -0.482496 0.02 0.39 0.02 0.16
H 1.074391 -2.551512 -1.168670 0.85 0.79 0.00 0.46
H -0.631084 2.994469 1.010953 -0.20 0.12 0.14 0.27
H 0.080480 1.557924 0.719589 -0.13 -0.17 0.09 0.09
H 1.883826 0.124937 1.807926 -0.50 -0.16 -0.21 0.27
H 3.306819 -0.224919 1.844348 0.54 -0.34 -0.12 0.31
O 2.519237 -0.420594 1.330574 -0.09 0.25 0.38 -0.62
H 0.464175 -4.449980 0.118661 0.01 0.00 -0.06 0.30
H 1.522148 -3.721017 0.938303 0.08 0.12 -0.02 0.29
O 1.042495 -3.677684 0.102909 -0.31 -0.71 0.39 -0.61
H 2.625325 1.587199 -0.301961 -0.12 0.38 -0.07 0.28
H 1.450695 1.815484 -1.336978 0.04 0.45 0.40 0.31
O 2.124597 1.207011 -1.025028 0.27 -0.65 -0.40 -0.55
```
Forces are in eV/Å.

no.,total energy (eV),HOMO energy (Eh),frontier orbital gap (eV)
1,-13051.5768,-0.2497,7.56
2,-81986.0076,-0.3959,7.79
3,-16656.6962,-0.4558,9.67